Entry 1:
{
  "formula": "C11H17BN",
  "method": "the ωB97M-V functional and the def2-TZVPD basis",
  "fmax_ha_per_bohr": 0.0697,
  "e_lumo_ev": -3.66,
  "charge": 1,
  "homo_energy_ev": -12.378,
  "species": ["B", "C", "C", "C", "C", "C", "C", "C", "C", "C", "C", "C", "N", "H", "H", "H", "H", "H", "H", "H", "H", "H", "H", "H", "H", "H", "H", "H", "H", "H"],
  "positions_angstrom": [[-0.406, -0.578, -0.110], [-4.582, 0.470, 0.089], [-4.111, -0.659, 0.743], [-3.704, 1.260, -0.642], [-2.778, -1.007, 0.663], [-2.364, 0.938, -0.696], [-1.860, -0.215, -0.058], [0.584, -1.768, 0.048], [1.156, 1.211, -0.347], [1.820, -1.597, -0.866], [2.844, -0.564, -0.366], [3.304, 1.502, 0.853], [2.251, 0.568, 0.394], [-5.627, 0.729, 0.145], [-4.783, -1.272, 1.323], [-4.074, 2.133, -1.155], [-2.435, -1.892, 1.174], [-1.683, 1.558, -1.259], [0.916, -1.909, 1.081], [0.098, -2.710, -0.220], [1.421, 1.439, -1.370], [0.733, 2.045, 0.194], [2.347, -2.547, -0.961], [1.467, -1.317, -1.859], [3.571, -1.052, 0.288], [3.382, -0.146, -1.222], [3.867, 1.873, -0.001], [2.841, 2.343, 1.366], [3.985, 0.999, 1.538], [1.819, 0.163, 1.232]],
  "atomic_forces_ev_per_a": [[1.97, 1.93, -0.18], [0.26, -0.09, -0.05], [-0.09, -0.04, 0.12], [-0.07, 0.06, 0.01], [0.31, -0.01, -0.17], [0.24, -0.17, 0.01], [-0.36, 0.21, -0.01], [0.07, -0.05, -0.26], [-2.75, -2.30, 0.00], [-0.18, 0.32, 0.10], [0.09, -0.72, -0.41], [0.43, 0.42, 0.25], [0.01, 0.05, 0.32], [-0.12, 0.04, 0.01], [-0.10, -0.06, 0.04], [0.00, 0.10, -0.07], [0.06, -0.18, 0.06], [0.06, 0.12, -0.02], [-0.15, 0.03, 0.20], [-0.11, 0.02, 0.10], [0.25, 0.02, -0.07], [0.18, 0.14, 0.14], [-0.04, 0.06, -0.04], [0.13, -0.04, -0.02], [-0.05, 0.17, 0.03], [-0.04, 0.10, 0.23], [-0.14, -0.07, -0.06], [-0.05, -0.09, -0.05], [-0.02, -0.11, -0.03], [0.21, 0.13, -0.18]]
}



Entry 2:
{
  "formula": "C11H17BN6O3PtS",
  "method": "the ωB97M-V functional and the def2-TZVPD basis",
  "fmax_ha_per_bohr": 0.0588,
  "e_lumo_ev": [-6.70, -12.22],
  "charge": 2,
  "homo_energy_ev": [-15.817, -15.968],
  "spin_multiplicity": 5,
  "species": ["H", "N", "B", "N", "C", "Pt", "H", "C", "H", "C", "H", "C", "H", "H", "H", "N", "N", "N", "N", "C", "C", "H", "H", "C", "C", "C", "C", "H", "H", "H", "H", "H", "C", "S", "O", "O", "O", "H", "H", "H"],
  "positions_angstrom": [[0.639, 3.081, 1.043], [0.499, 1.665, -0.580], [0.226, 0.422, -2.684], [0.497, 1.747, -1.939], [0.799, 3.025, -2.274], [-0.232, 0.111, 0.430], [0.959, 3.265, -3.311], [0.909, 3.753, -1.083], [1.170, 4.796, -1.048], [0.693, 2.881, -0.033], [0.339, 0.464, -3.831], [-2.007, -2.237, 2.793], [-1.762, -2.720, 3.790], [-1.127, -1.888, 2.178], [-2.655, -2.918, 2.236], [-1.230, -0.041, -2.281], [1.118, -0.691, -2.043], [-1.562, -0.219, -0.993], [1.137, -0.801, -0.684], [-2.319, -0.284, -3.013], [2.053, -1.528, -2.529], [-2.226, -0.169, -4.093], [2.274, -1.516, -3.596], [-3.342, -0.653, -2.132], [2.610, -2.205, -1.454], [-2.859, -0.645, -0.842], [1.983, -1.786, -0.282], [-4.327, -0.864, -2.448], [3.434, -2.867, -1.551], [-3.284, -0.828, 0.152], [2.128, -2.083, 0.760], [-2.658, -1.369, 2.975], [0.388, 0.739, 4.173], [1.628, 0.015, 3.019], [2.962, 0.544, 3.304], [1.370, -1.448, 3.057], [1.358, 0.655, 1.541], [0.750, 0.596, 5.218], [-0.597, 0.185, 4.140], [0.264, 1.820, 3.914]],
  "atomic_forces_ev_per_a": [[0.23, -0.32, -0.64], [-0.72, 2.49, -0.63], [-0.33, -0.88, 0.89], [0.69, 0.64, 0.26], [-0.27, -1.98, 0.03], [0.29, 0.01, 1.17], [-0.10, 0.32, -0.05], [0.32, 0.91, 0.44], [-0.10, 0.12, 0.19], [0.28, 0.71, -0.62], [0.10, 0.18, -0.81], [-0.32, 0.22, 0.44], [0.15, 0.73, -1.41], [-0.54, -0.68, 0.77], [0.43, -0.15, -0.12], [-0.41, 0.43, -0.09], [0.77, 0.37, 0.29], [-0.32, -0.59, 2.17], [0.65, -2.54, -0.65], [1.02, 0.21, 0.02], [-0.83, 1.21, -0.32], [-0.50, -0.17, 0.34], [0.01, -0.26, 0.38], [-1.01, -0.33, 0.29], [0.49, -0.63, 0.92], [0.58, 0.63, -1.70], [0.55, 0.43, -1.67], [-0.85, -0.31, -0.16], [0.34, -0.63, 0.12], [0.19, 0.02, -0.69], [-0.16, 0.28, -0.32], [0.28, -0.04, 0.21], [-0.55, 0.08, -0.35], [1.65, -0.77, 1.90], [-2.36, -1.03, -0.30], [0.42, 2.79, -1.10], [-1.58, -1.29, 1.74], [0.21, 0.22, -0.95], [1.14, 0.53, -0.44], [0.16, -0.92, 0.42]]
}



Entry 3:
{
  "formula": "C11H17BN6O3RuS",
  "method": "the ωB97M-V functional and the def2-TZVPD basis",
  "fmax_ha_per_bohr": 0.0758,
  "e_lumo_ev": [-7.82, -10.46],
  "charge": 2,
  "homo_energy_ev": [-16.259, -16.240],
  "spin_multiplicity": 5,
  "species": ["H", "N", "B", "N", "C", "Ru", "H", "C", "H", "C", "H", "C", "H", "H", "H", "N", "N", "N", "N", "C", "C", "H", "H", "C", "C", "C", "C", "H", "H", "H", "H", "H", "C", "S", "O", "O", "O", "H", "H", "H"],
  "positions_angstrom": [[1.546, 3.879, 0.447], [1.208, 2.060, -0.614], [0.123, 0.443, -2.391], [0.686, 1.805, -1.891], [0.772, 2.952, -2.610], [1.929, 0.817, 0.848], [0.556, 2.964, -3.673], [1.148, 3.997, -1.776], [1.245, 5.037, -2.035], [1.360, 3.417, -0.504], [0.255, 0.422, -3.588], [-2.097, -3.064, 2.813], [-1.593, -3.525, 3.664], [-1.509, -2.230, 2.431], [-2.247, -3.806, 2.029], [-1.475, 0.045, -2.214], [1.138, -0.590, -1.785], [-1.987, 0.019, -0.950], [1.618, -0.619, -0.456], [-2.500, -0.329, -3.061], [1.732, -1.601, -2.462], [-2.399, -0.355, -4.130], [1.647, -1.678, -3.544], [-3.627, -0.654, -2.292], [2.473, -2.381, -1.577], [-3.224, -0.430, -0.950], [2.343, -1.783, -0.313], [-4.588, -0.999, -2.596], [3.066, -3.253, -1.818], [-3.765, -0.577, -0.016], [2.661, -2.128, 0.664], [-3.036, -2.704, 3.123], [-0.050, 0.589, 4.290], [1.621, 0.533, 3.614], [2.529, 0.720, 4.719], [1.858, -0.625, 2.665], [1.726, 1.746, 2.579], [-0.035, 0.295, 5.350], [-0.764, -0.048, 3.757], [-0.340, 1.641, 4.253]],
  "atomic_forces_ev_per_a": [[0.43, 0.04, 0.15], [-0.92, 0.65, 0.42], [0.86, -0.26, -0.87], [0.51, 0.42, 0.43], [-0.33, -0.35, 0.91], [-1.59, -0.90, 0.34], [-0.16, -0.06, 0.28], [0.16, -0.48, 1.19], [0.02, 0.01, -0.01], [-0.30, -0.56, -2.12], [-0.02, -0.02, 0.22], [0.98, -0.43, -0.32], [0.01, 0.05, -0.14], [0.13, -0.04, -0.04], [0.10, 0.03, 0.04], [-1.19, -0.20, -1.18], [0.67, -0.40, 0.55], [0.27, -0.04, 1.37], [-0.50, -1.54, -1.37], [3.73, 1.11, 0.14], [-0.21, 0.44, 0.88], [0.18, 0.03, -0.20], [-0.27, -0.08, 0.37], [-0.67, -0.10, 2.44], [0.09, 0.16, 0.82], [-0.26, -0.17, -0.60], [-0.51, 0.45, -1.71], [-0.38, -0.12, -0.47], [-0.20, 0.08, 0.05], [0.11, 0.13, -0.44], [0.23, 0.27, -0.16], [-1.21, 0.43, 0.43], [-0.09, -0.09, -0.05], [1.30, 1.00, 1.41], [-1.18, -0.52, -1.83], [-0.21, 1.57, -0.66], [-0.41, -0.55, 0.47], [0.46, -0.06, -0.45], [0.35, 0.19, -0.17], [0.02, -0.08, -0.15]]
}